(1)
Formula: C15H22BN7OPd
Source: OMol25
Level of theory: wB97M-V/def2-TZVPD

Results
- Kohn-Sham gap (spin up / spin down) (eV) = 5.4 / 5.4

Structure (ORCA input):
```
! RIJCOSX wB97M-V def2-TZVPD def2/J DEFGRID3
* xyz 2 1
Pd -0.1734 -0.1462 -0.0747
C -0.1148 3.2253 1.0954
C 0.5138 2.8316 -0.1945
C 1.2173 3.6096 -1.0907
C 1.5955 2.7819 -2.1532
C 2.3556 3.1357 -3.3817
N 1.1201 1.5543 -1.9147
N 0.4062 1.6035 -0.7598
B 1.4348 0.1816 -2.5993
N 0.1128 -0.5204 -2.9290
N -0.7826 -0.7604 -1.9371
C -1.9007 -1.2869 -2.4931
C -3.0862 -1.6569 -1.6751
C -1.6961 -1.4028 -3.8571
C -0.4201 -0.9091 -4.1075
C 0.3026 -0.8061 -5.4016
N 2.2235 -0.6013 -1.5114
N 1.6990 -0.7632 -0.2673
C 2.6466 -1.2272 0.5762
C 2.4177 -1.5016 2.0216
C 3.7869 -1.4364 -0.1809
C 3.4977 -1.0258 -1.4796
C 4.3728 -1.0571 -2.6824
H -0.0227 4.3008 1.2247
H -1.1787 2.9842 1.1163
H 0.3857 2.7609 1.9479
H 1.4025 4.6671 -1.0004
H 2.6236 4.1886 -3.3541
H 3.2691 2.5467 -3.4622
H 1.7588 2.9562 -4.2761
H 2.1034 0.3479 -3.5646
H -2.9476 -1.3910 -0.6259
H -3.9776 -1.1487 -2.0408
H -3.2719 -2.7293 -1.7331
H -2.3837 -1.7999 -4.5843
H -0.3181 -1.1985 -6.2022
H 0.5483 0.2310 -5.6334
H 1.2338 -1.3733 -5.3763
H 1.3607 -1.5155 2.2798
H 2.8289 -2.4757 2.2815
H 2.9185 -0.7559 2.6395
H 4.7119 -1.8655 0.1669
H 5.3498 -1.4489 -2.4123
H 3.9490 -1.6946 -3.4586
H 4.5045 -0.0593 -3.1012
O -1.3965 0.2192 1.8545
N -0.2685 0.3602 1.8855
*
```

***

(2)
Formula: C27H29N7OSW
Source: OMol25
Level of theory: wB97M-V/def2-TZVPD

Results
- Kohn-Sham gap (spin up / spin down) (eV) = 3.8 / 3.9

Structure (ORCA input):
```
! RIJCOSX wB97M-V def2-TZVPD def2/J DEFGRID3
* xyz 4 3
W 0.1533 0.1528 0.2379
C -2.0028 -0.9103 -1.8633
N -0.8043 -1.4333 -1.1244
C 0.1830 -2.1582 -1.9945
C 1.5452 -1.6117 -1.7138
N 1.6756 -0.5992 -0.8192
C 3.0316 -0.2010 -0.8367
C 3.6863 0.8149 -0.1542
C 5.0341 0.9735 -0.4283
C 5.6938 0.1382 -1.3383
C 5.0417 -0.8754 -2.0201
C 3.6892 -1.0258 -1.7547
N 2.7024 -1.8835 -2.2705
C -2.1706 0.5405 -1.5465
N -1.3271 1.1477 -0.6708
C -1.6495 2.5250 -0.6776
C -1.0703 3.5976 -0.0150
C -1.6015 4.8485 -0.2803
C -2.6770 5.0128 -1.1621
C -3.2592 3.9437 -1.8214
C -2.7192 2.6935 -1.5628
N -2.9942 1.4153 -2.0753
H -2.8981 -1.4784 -1.6002
H -1.8654 -1.0252 -2.9390
H -1.1496 -2.1150 -0.4481
H -0.0548 -1.9974 -3.0468
H 0.1394 -3.2356 -1.8212
H 3.1611 1.4550 0.5453
H 5.5902 1.7577 0.0673
H 6.7492 0.2951 -1.5175
H 5.5716 -1.5060 -2.7224
H 2.8743 -2.6068 -2.9634
H -0.2378 3.4629 0.6654
H -1.1767 5.7198 0.1995
H -3.0614 6.0088 -1.3367
H -4.0876 4.0877 -2.5031
H -3.7292 1.2087 -2.7464
C 0.3313 2.6699 8.4477
C 0.7979 2.1140 7.1085
C -0.3623 2.0555 6.1173
N 0.0766 1.7258 4.7394
C 0.0467 0.5862 4.1038
S 0.6732 0.7039 2.4012
N -0.3237 -0.5828 4.5464
C -1.2029 -0.9017 5.8128
O -2.3632 -0.7624 5.6354
C -0.4506 -1.3366 6.9677
C 0.9299 -1.5846 6.9407
C 1.5756 -2.0135 8.0830
C 0.8595 -2.1954 9.2639
C -0.5077 -1.9385 9.2991
C -1.1698 -1.5289 8.1583
H 1.1538 2.6588 9.1590
H -0.4993 2.0973 8.8639
H -0.0074 3.7038 8.3589
H 1.2160 1.1147 7.2497
H 1.5991 2.7434 6.7103
H -0.8367 3.0348 6.0491
H -1.1160 1.3442 6.4429
H 0.4732 2.5126 4.2422
H -0.3109 -1.3602 3.9019
H 1.4941 -1.4809 6.0216
H 2.6394 -2.2066 8.0619
H 1.3691 -2.5424 10.1527
H -1.0546 -2.0503 10.2254
H -2.2396 -1.3647 8.1704
*
```

***

(3)
Formula: C7H6N4
Source: OMol25
Level of theory: wB97M-V/def2-TZVPD

Results
- Kohn-Sham gap (eV) = 6.2

Structure (ORCA input):
```
! RIJCOSX wB97M-V def2-TZVPD def2/J DEFGRID3
* xyz 0 1
C -2.1374 0.9883 0.6493
C -1.9713 -1.2130 -0.2698
C 2.3445 -1.1791 0.3324
C 1.1390 -1.2751 0.9704
C 1.0003 0.3967 -0.4302
C 0.4513 1.5666 -1.2211
C -1.7083 -0.3430 0.8375
N -2.6023 2.0313 0.4346
N -2.2143 -1.9254 -1.1295
N 2.2420 -0.1328 -0.6070
N 0.3633 -0.2789 0.5215
H 3.1582 -1.8275 0.5027
H 0.7944 -1.7737 1.8736
H 0.8098 1.8135 -2.3677
H -0.5974 1.5121 -1.3083
H 0.7705 2.4687 -0.6030
H -1.8423 -0.8289 1.8146
*
```

***

(4)
Formula: C7H12O3
Source: OMol25
Level of theory: wB97M-V/def2-TZVPD

Results
- SMILES string = C#C[C@H](C=O)COCC.O
- Kohn-Sham gap (eV) = 9.0

Structure (ORCA input):
```
! RIJCOSX wB97M-V def2-TZVPD def2/J DEFGRID3
* xyz 0 1
C 0.2389 -3.3902 -0.9258
C -0.3980 -2.0432 -1.1814
O 0.0837 -1.1088 -0.2365
C -0.4932 0.1558 -0.3697
C 0.1965 1.1252 0.5963
C -0.5943 1.3852 1.8539
O -0.7164 0.3037 2.4331
C 1.6258 0.8709 0.7624
C 2.8163 0.6936 0.8809
H -0.0928 -4.1243 -1.6729
H 1.3341 -3.3172 -0.9657
H -0.0488 -3.7547 0.0695
H -0.1628 -1.6898 -2.2022
H -1.4985 -2.1122 -1.1034
H -0.3683 0.5315 -1.4018
H -1.5765 0.1269 -0.1554
H -0.3310 2.2840 2.4450
H -1.2117 3.4531 0.8331
H 3.8599 0.4492 0.9661
O -0.9858 4.0295 -0.0421
H 0.0498 2.2213 0.0586
H -1.7268 3.9105 -0.6423
*
```

***

We obtain relative energy (zero: lowest compared OMol25 entry of this formula, charge and spin) values of 0.0 4.2 92.2 109.5 kcal/mol for the records listed above, in that order.